# C30H45CsN7O2SSbSi3

C30H45CsN7O2SSbSi3 as an isolated structure (wB97M-V/def2-TZVPD, the OMol25 dataset).

The calculation puts the LUMO energy at -0.780 eV. The calculation puts the frontier orbital gap at 0.2504 Ha. The value obtained for the energy relative to the best compared isomer or geometry (same formula, charge and spin) is 0.000 eV.

Last column: Löwdin charge in e.
Positions of all 90 atoms, in Å:
Cs  2.925  -1.196  -0.155  1.01
N  -3.484  -5.638  4.358  0.09
C  -2.350  -5.062  3.789  -0.33
C  -2.133  -5.128  2.414  -0.03
C  -1.031  -4.505  1.854  -0.07
C  -0.140  -3.809  2.658  -0.28
C  -0.337  -3.751  4.032  -0.06
C  -1.436  -4.372  4.590  -0.03
S  1.233  -2.993  1.910  0.47
O  1.266  -3.430  0.514  -0.50
O  2.414  -3.306  2.686  -0.33
N  0.979  -1.430  1.825  -0.29
C  1.216  -0.555  2.834  -0.51
N  1.588  0.679  2.413  0.09
C  1.814  1.585  3.351  -0.16
C  1.692  1.327  4.706  -0.07
C  1.309  0.034  5.031  -0.13
N  1.071  -0.900  4.126  0.13
H  -3.894  -6.388  3.826  0.08
H  -3.401  -5.863  5.336  0.08
H  -2.832  -5.673  1.789  0.11
H  -0.840  -4.563  0.792  0.09
H  0.370  -3.206  4.642  0.10
H  -1.600  -4.328  5.660  0.11
H  2.105  2.571  2.994  0.11
H  1.879  2.081  5.456  0.09
H  1.180  -0.267  6.067  0.11
C  2.167  4.925  -0.314  -0.07
C  1.553  3.690  -0.465  -0.07
C  2.288  2.608  -0.919  -0.04
C  3.633  2.762  -1.224  -0.25
C  4.256  3.999  -1.071  -0.02
C  3.519  5.078  -0.619  -0.08
N  4.321  1.576  -1.609  0.05
N  5.465  1.740  -2.056  0.08
C  6.138  0.505  -2.304  -0.32
C  7.032  0.465  -3.363  -0.01
C  7.704  -0.719  -3.604  -0.06
C  7.485  -1.798  -2.767  -0.06
C  6.595  -1.639  -1.712  -0.14
N  5.928  -0.516  -1.474  0.07
H  1.599  5.770  0.052  0.11
H  0.508  3.555  -0.212  0.08
H  1.811  1.644  -1.037  0.03
H  5.308  4.089  -1.296  0.10
H  3.998  6.039  -0.490  0.10
H  7.180  1.346  -3.970  0.11
H  8.400  -0.795  -4.430  0.11
H  7.999  -2.737  -2.919  0.11
H  6.415  -2.454  -1.018  0.11
C  -1.530  2.532  -4.346  -0.24
Si  -2.423  2.450  -2.697  0.25
C  -4.248  2.168  -3.030  -0.22
C  -2.214  4.098  -1.820  -0.23
Sb  -1.278  0.657  -1.288  0.86
Si  -2.514  1.044  0.914  0.27
C  -1.555  2.372  1.822  -0.23
C  -2.522  -0.559  1.875  -0.21
C  -4.278  1.652  0.703  -0.22
Si  -2.627  -1.377  -2.025  0.26
C  -1.877  -2.848  -1.149  -0.23
C  -4.453  -1.329  -1.595  -0.21
C  -2.442  -1.555  -3.884  -0.23
H  -1.890  3.376  -4.939  0.03
H  -1.677  1.618  -4.926  0.02
H  -0.455  2.655  -4.196  0.02
H  -4.654  2.939  -3.689  0.03
H  -4.822  2.171  -2.101  0.01
H  -4.403  1.199  -3.512  0.01
H  -2.704  4.889  -2.395  0.03
H  -1.160  4.362  -1.714  0.01
H  -2.659  4.080  -0.823  0.01
H  -0.509  2.083  1.922  0.00
H  -1.964  2.516  2.827  0.04
H  -1.606  3.329  1.297  0.01
H  -1.524  -1.004  1.896  0.00
H  -3.211  -1.282  1.434  0.02
H  -2.832  -0.388  2.910  0.04
H  -4.305  2.656  0.274  0.02
H  -4.756  1.696  1.687  0.03
H  -4.876  0.997  0.070  0.01
H  -2.064  -2.774  -0.075  0.01
H  -0.795  -2.901  -1.277  0.03
H  -2.316  -3.783  -1.508  0.04
H  -4.603  -1.142  -0.531  0.01
H  -4.909  -2.294  -1.829  0.03
H  -4.987  -0.555  -2.148  0.01
H  -1.391  -1.613  -4.172  0.03
H  -2.892  -0.715  -4.419  0.01
H  -2.937  -2.470  -4.222  0.03

Forces on atoms 1 to 6 (eV/Å):
0.643 0.540 -0.675
-0.010 -0.013 -0.004
0.013 -0.005 0.025
0.045 0.039 -0.002
-0.033 -0.045 0.075
-0.092 -0.040 -0.183